# 1
A single C3H7N3O2 molecule at a distorted geometry. Source: the OMol25 dataset; level of theory: ωB97M-V with the def2-TZVPD basis set.

```
! RIJCOSX wB97M-V def2-TZVPD def2/J DEFGRID3
* xyz 0 1
H -2.469 -1.636 0.068
N -2.515 -0.625 -0.223
C -1.395 -0.023 0.008
C -0.145 -0.500 0.695
C 0.875 -1.102 -0.282
N 1.924 -0.575 -0.622
O 2.397 0.561 0.169
N -1.109 1.224 -0.510
O -0.157 1.958 0.125
H -0.330 -1.407 1.382
H 0.406 0.211 1.270
H 0.486 -1.929 -0.758
H 3.176 0.744 -0.537
H -1.870 1.864 -0.838
H 0.725 1.235 0.054
*
```

Summary:
HOMO energy = -8.575 eV
SMILES = [H]/N=C(\C/C=N\O)NO
HOMO-LUMO gap = 9.118 eV

# 2
A molecular structure, C30H33ClN2O4PS2V at a distorted geometry. Source: the OMol25 dataset; level of theory: ωB97M-V with the def2-TZVPD basis set.

```
! RIJCOSX wB97M-V def2-TZVPD def2/J DEFGRID3
* xyz 2 1
V -0.238 -0.589 0.962
Cl 1.065 -7.178 -1.686
C 0.527 -5.657 -1.117
C -0.762 -5.218 -1.422
C -1.207 -3.974 -1.006
C -0.346 -3.174 -0.295
O -0.659 -1.913 0.116
C 0.916 -3.630 0.097
C 1.684 -2.872 1.046
N 1.325 -1.741 1.587
C 2.069 -1.165 2.664
C 2.907 -1.832 3.512
C 3.552 -1.138 4.556
C 3.329 0.195 4.745
C 2.438 0.895 3.899
C 2.132 2.265 4.039
C 1.212 2.843 3.202
C 0.582 2.067 2.233
N 0.871 0.781 2.032
C 1.805 0.201 2.858
C 1.355 -4.880 -0.334
H -1.422 -5.867 -1.985
H -2.217 -3.635 -1.204
H 2.623 -3.317 1.369
H 3.064 -2.900 3.418
H 4.216 -1.676 5.219
H 3.815 0.727 5.554
H 2.611 2.844 4.820
H 0.939 3.886 3.293
H -0.199 2.502 1.627
H 2.329 -5.252 -0.041
C -1.074 -1.024 -3.056
C -0.073 0.032 -2.570
C 0.172 1.066 -3.675
C 1.268 -0.653 -2.245
P -0.714 0.889 -1.009
C 0.349 2.368 -0.921
C 1.708 2.185 -0.633
C 2.588 3.254 -0.643
C 2.121 4.536 -0.906
C 0.778 4.733 -1.189
C -0.100 3.656 -1.215
C -2.553 1.341 -1.125
C -3.379 0.051 -0.955
C -2.911 1.982 -2.472
C -2.905 2.318 0.008
H -0.604 -1.594 -3.861
H -1.977 -0.579 -3.468
H -1.360 -1.724 -2.275
H 0.514 0.528 -4.565
H 0.947 1.782 -3.402
H -0.726 1.614 -3.952
H 1.514 -1.336 -3.060
H 1.240 -1.244 -1.325
H 2.082 0.066 -2.174
H 2.089 1.203 -0.392
H 3.640 3.088 -0.448
H 2.804 5.377 -0.900
H 0.406 5.727 -1.401
H -1.126 3.837 -1.491
H -3.415 -0.530 -1.876
H -4.406 0.328 -0.706
H -3.030 -0.596 -0.154
H -2.761 1.306 -3.310
H -2.380 2.911 -2.673
H -3.978 2.217 -2.441
H -2.603 1.952 0.986
H -3.991 2.425 0.038
H -2.482 3.309 -0.135
O -4.594 -1.104 2.233
S -3.467 -1.961 2.385
O -3.023 -2.355 3.681
O -3.093 -2.779 1.269
S -1.808 -0.202 2.262
*
```

Summary:
HOMO energy = -14.661 eV
HOMO-LUMO gap = 6.628 eV

# 3
2 unconnected molecules or ions with the total composition C5H10Cl2NO3PS at a distorted geometry. Source: the OMol25 dataset; level of theory: ωB97M-V with the def2-TZVPD basis set.

```
! RIJCOSX wB97M-V def2-TZVPD def2/J DEFGRID3
* xyz 0 1
O -3.301 -2.517 1.848
S -2.710 -1.347 1.277
O -2.957 -1.065 -0.104
O -3.134 -0.053 2.132
P -0.574 -1.342 1.747
Cl -0.343 -2.958 0.604
Cl -0.880 -2.108 3.542
H -3.760 0.484 1.640
C -0.400 0.645 -1.006
N -0.157 1.296 0.043
C 1.194 1.545 0.463
C 2.248 1.320 -0.620
C 1.978 -0.020 -1.298
C 0.598 0.039 -1.949
H -1.446 0.511 -1.254
H 1.381 0.892 1.325
H 1.221 2.577 0.829
H 3.244 1.345 -0.181
H 2.176 2.117 -1.359
H 2.747 -0.242 -2.041
H 1.992 -0.814 -0.547
H 0.630 0.650 -2.856
H 0.252 -0.955 -2.238
*
```

Summary:
HOMO energy = -9.251 eV
SMILES = O=S(=O)(O)P(Cl)Cl.C1=NCCCC1
HOMO-LUMO gap = 9.370 eV

# 4
A molecular structure, C37H49BrN2P2SSr at a distorted geometry. Source: the OMol25 dataset; level of theory: ωB97M-V with the def2-TZVPD basis set.

```
! RIJCOSX wB97M-V def2-TZVPD def2/J DEFGRID3
* xyz 2 1
C -0.860 6.901 -4.805
C -1.076 5.525 -5.038
C -1.342 5.143 -6.374
C -1.396 6.128 -7.381
N -1.201 7.432 -7.136
C -0.934 7.811 -5.878
C -1.017 4.559 -3.950
C -0.947 3.721 -3.057
C -0.649 2.710 -2.071
C 0.515 2.852 -1.305
C 0.983 1.790 -0.540
C 0.405 0.525 -0.717
C -0.920 0.456 -1.189
C -1.422 1.544 -1.928
Sr -0.824 0.443 1.524
P 1.629 -1.075 0.156
H -1.510 4.097 -6.643
H -0.637 7.276 -3.805
H -1.607 5.849 -8.420
H -0.772 8.881 -5.707
H -2.382 1.475 -2.448
H 1.074 3.772 -1.359
H -1.576 -0.416 -0.977
H 1.828 1.959 0.142
C 2.035 -2.720 1.044
C 2.911 -3.750 0.329
H 1.035 -3.155 1.247
H 2.469 -2.471 2.031
H 3.115 -4.596 1.000
H 2.419 -4.162 -0.555
H 3.876 -3.348 0.009
C 1.732 -1.634 -1.600
C 2.745 -0.879 -2.466
H 0.719 -1.422 -1.998
H 1.853 -2.725 -1.690
H 2.536 -1.102 -3.525
H 2.644 0.205 -2.340
H 3.782 -1.159 -2.243
C 3.188 -0.151 0.534
C 4.503 -0.909 0.541
H 3.009 0.283 1.530
H 3.259 0.684 -0.169
H 5.334 -0.220 0.744
H 4.532 -1.682 1.311
H 4.723 -1.394 -0.415
Br -1.267 -2.371 1.415
P -2.791 -3.785 -2.871
C -0.949 -3.898 -2.764
C -0.465 -5.333 -2.971
H -0.638 -3.516 -1.782
H -0.536 -3.234 -3.537
H 0.602 -5.348 -3.216
H -0.607 -5.937 -2.070
H -1.002 -5.819 -3.792
C -3.264 -3.542 -1.110
C -4.651 -4.081 -0.810
H -3.203 -2.472 -0.881
H -2.507 -4.025 -0.478
H -4.790 -4.198 0.266
H -5.416 -3.393 -1.168
H -4.811 -5.052 -1.281
C -3.013 -2.080 -3.561
C -3.250 -2.125 -5.071
H -2.132 -1.472 -3.319
H -3.879 -1.640 -3.048
H -3.665 -1.174 -5.419
H -2.319 -2.301 -5.618
H -3.956 -2.918 -5.338
N 1.059 1.253 2.948
S 1.712 1.302 4.454
C 0.746 2.536 5.323
C -0.388 3.045 4.704
C -1.257 3.870 5.424
C -0.918 4.257 6.724
C 0.275 3.810 7.319
C 1.125 2.961 6.609
C 1.202 -0.215 5.275
C 2.170 -1.207 5.520
C 1.794 -2.365 6.206
C 0.468 -2.522 6.641
C -0.484 -1.529 6.376
C -0.116 -0.368 5.695
H 1.534 2.036 2.467
H -0.604 2.785 3.667
H -2.186 4.213 4.972
H -1.574 4.928 7.288
H 0.540 4.115 8.333
H 2.063 2.600 7.044
H 3.197 -1.042 5.196
H 2.543 -3.139 6.405
H 0.187 -3.424 7.196
H -1.517 -1.661 6.709
H -0.841 0.424 5.517
*
```

Summary:
HOMO energy = -11.884 eV
HOMO-LUMO gap = 4.345 eV

- HOMO-LUMO gap of number 1 (C3H7N3O2)?
  9.118 eV